1.
23
Properties=species:S:1:pos:R:3:lowdin_charge:R:1 method="wB97M-V/def2-TZVPD" smiles=CCC(C)C.O.O charge=0 homo_lumo_gap_ev=11.514 homo_energy_ev=-10.8 e_above_lowest_kcal_mol=8.5
C -1.546 1.606 1.661 -0.11
C -0.757 0.625 0.808 -0.25
C 0.765 0.629 1.103 -0.45
C 1.388 -0.647 0.593 -0.09
C 1.426 1.841 0.447 -0.08
H -1.384 2.636 1.362 0.07
H -1.302 1.513 2.720 0.07
H -2.617 1.409 1.621 0.07
H -0.887 0.856 -0.249 0.10
H -1.149 -0.381 0.990 0.11
H 0.816 0.679 2.196 0.13
H 2.478 -0.634 0.601 0.07
H 0.990 -1.528 1.102 0.08
H 1.166 -0.794 -0.466 0.07
H 1.184 2.776 0.949 0.07
H 2.511 1.780 0.400 0.07
H 1.024 1.978 -0.559 0.07
O -1.717 -4.037 -0.978 -0.07
H -1.755 -3.981 -1.940 0.03
H -2.604 -3.764 -0.704 0.03
O 0.507 -1.201 -3.711 -0.07
H 0.768 -0.362 -3.309 0.03
H 0.696 -0.997 -4.636 0.03

***

2.
14
Properties=species:S:1:pos:R:3:lowdin_charge:R:1 method="wB97M-V/def2-TZVPD" smiles="N#CN=C=N.C=NC" charge=0 homo_lumo_gap_ev=9.715 homo_energy_ev=-9.2 e_above_lowest_kcal_mol=83.9
N 3.353 -2.319 -0.231 0.14
C 2.300 -2.066 -0.633 -0.35
N 1.199 -1.811 -1.268 0.13
C 0.611 -1.739 -2.336 -0.24
N 0.049 -1.578 -3.370 0.18
H -0.235 -0.708 -3.814 0.10
C -1.093 0.362 0.341 -0.07
N 0.019 -0.132 0.452 -0.10
C 1.111 0.397 1.282 -0.11
H -1.871 -0.002 -0.240 0.05
H -1.288 1.230 0.914 0.06
H 1.902 0.393 0.602 0.04
H 0.909 1.255 1.896 0.06
H 1.312 -0.393 2.081 0.11